Entry 1:
# CH12BrN2O5Pt

A structure of composition CH12BrN2O5Pt at a distorted geometry (ωB97M-V/def2-TZVPD, OMol25).

Geometry as XYZ:
```
22
CH12BrN2O5Pt ωB97M-V/def2-TZVPD
Pt 4.754 -2.669 25.306
Br 3.182 -3.158 23.321
C 2.029 -3.848 26.856
O 3.218 -3.526 26.718
N 1.549 -4.182 28.088
N 1.163 -3.916 25.822
H 0.564 -4.288 28.262
H 2.094 -3.821 28.852
H 1.511 -3.668 24.905
H 0.175 -3.907 26.006
O 3.808 -0.617 25.947
H 3.181 -0.080 25.449
H 4.045 -0.105 26.728
O 6.107 -2.069 27.018
H 6.843 -1.459 26.888
H 6.429 -2.733 27.639
O 5.948 -4.508 25.434
H 6.885 -4.676 25.285
H 5.551 -5.358 25.661
O 6.374 -1.734 24.018
H 6.773 -2.076 23.209
H 6.610 -0.800 24.050
```

The total charge is +1. Its spin multiplicity is 3. As for the energy relative to the best compared isomer or geometry (same formula, charge and spin): 0.0 kcal per mole. As for the maximum force: 1.9 eV/Å. The HOMO energy (alpha / beta) is -11.35 / -11.79 eV. The value obtained for the HOMO-LUMO gap (alpha / beta) is 8.004 / 8.251 eV.

=====

Entry 2:
# C23H29N3O7S

An isolated molecule of C23H29N3O7S (ωB97M-V/def2-TZVPD, OMol25).

Geometry as XYZ:
```
63
C23H29N3O7S ωB97M-V/def2-TZVPD
C 0.199 4.222 -0.221
O 1.014 3.349 -0.957
C 1.720 2.380 -0.281
C 1.550 2.128 1.072
C 2.322 1.189 1.735
C 3.304 0.486 1.060
C 4.172 -0.520 1.767
C 3.876 -1.950 1.311
N 2.479 -2.267 1.474
C 1.752 -2.897 0.552
O 2.173 -3.440 -0.455
C 0.264 -2.919 0.899
O -0.182 -2.432 1.926
N -0.440 -3.573 -0.038
C -1.877 -3.526 -0.126
C -2.327 -2.049 -0.207
O -3.708 -1.874 -0.380
C -3.959 -1.811 -1.771
C -2.661 -1.268 -2.395
N -1.683 -1.406 -1.331
S -0.667 -0.113 -0.990
O -0.515 0.597 -2.225
O 0.488 -0.669 -0.355
C -1.554 0.892 0.183
C -1.343 0.704 1.537
C -2.069 1.458 2.441
C -3.003 2.393 2.003
C -3.799 3.186 2.992
C -3.194 2.565 0.635
C -2.472 1.815 -0.278
C 3.461 0.719 -0.296
C 2.684 1.639 -0.990
O 2.999 1.765 -2.305
C 2.065 2.302 -3.222
H 0.771 4.750 0.550
H -0.646 3.705 0.245
H -0.180 4.942 -0.945
H 0.806 2.673 1.632
H 2.159 1.027 2.790
H 5.225 -0.308 1.565
H 4.011 -0.447 2.845
H 4.484 -2.656 1.891
H 4.107 -2.082 0.251
H 1.958 -1.820 2.217
H 0.107 -3.789 -0.865
H -2.318 -3.969 0.771
H -2.201 -4.078 -1.008
H -2.042 -1.567 0.733
H -4.196 -2.808 -2.162
H -4.817 -1.154 -1.920
H -2.733 -0.220 -2.692
H -2.348 -1.852 -3.264
H -0.612 -0.022 1.858
H -1.912 1.319 3.500
H -4.640 2.591 3.348
H -3.191 3.452 3.853
H -4.193 4.093 2.540
H -3.910 3.293 0.283
H -2.590 1.955 -1.340
H 4.206 0.183 -0.863
H 1.993 3.388 -3.131
H 1.080 1.853 -3.088
H 2.457 2.045 -4.207
```

The total charge is 0. As for the energy relative to the best compared isomer or geometry (same formula, charge and spin): 30.2 kcal per mole. As for the maximum force: 0.9 eV/Å. The HOMO energy is -7.71 eV. The value obtained for the HOMO-LUMO gap is 8.173 eV. As for the structure (SMILES): COc1ccc(CCNC(=O)C(=O)NC[C@@H]2OCCN2S(=O)(=O)c2ccc(C)cc2)cc1OC.

=====

Entry 3:
# C13H41O12

A structure of composition C13H41O12 at a distorted geometry (ωB97M-V/def2-TZVPD, OMol25).

Geometry as XYZ:
```
66
C13H41O12 ωB97M-V/def2-TZVPD
O 1.190 -0.060 0.542
H 1.435 0.744 -0.124
H 0.728 0.267 1.182
H 0.901 -0.865 0.138
C 1.145 -3.555 -0.961
C 2.480 -4.143 -0.580
O 3.170 -4.455 -1.735
O 0.684 -2.876 0.187
H 0.296 -4.217 -1.097
H 1.323 -2.965 -1.806
H 2.344 -5.112 -0.143
H 3.147 -3.494 0.172
H 4.100 -4.174 -1.782
H 0.616 -3.576 0.882
C 1.974 0.168 4.347
C 1.775 1.439 5.274
O 1.503 1.144 6.586
O 2.243 0.651 3.047
H 1.122 -0.500 4.405
H 2.929 -0.303 4.848
H 0.958 2.136 4.892
H 2.845 1.848 5.144
H 0.649 0.710 6.777
H 2.853 1.344 3.056
C 1.215 2.862 -1.501
C 1.130 4.211 -0.885
O 0.644 5.242 -1.678
O 2.114 2.096 -0.860
H 1.320 2.796 -2.570
H 0.110 2.463 -1.423
H 2.293 4.563 -0.674
H 0.870 4.449 0.143
H 0.602 6.131 -1.263
H 2.939 2.274 -1.233
C 0.277 -0.374 -3.359
C -0.484 0.656 -4.219
O 0.119 0.765 -5.512
O -0.221 -0.257 -2.106
H 1.377 -0.241 -3.400
H 0.219 -1.432 -3.640
H -0.499 1.991 -4.003
H -1.468 0.385 -4.336
H -0.267 1.684 -5.833
H -1.284 -0.567 -1.959
C -2.965 -3.452 -1.611
C -2.864 -2.075 -1.122
O -2.941 -1.075 -2.111
O -2.932 -4.341 -0.529
H -2.122 -3.855 -2.218
H -3.796 -3.539 -2.246
H -1.822 -1.831 -0.508
H -3.500 -1.925 -0.316
H -3.744 -0.989 -2.632
H -3.798 -4.403 -0.099
C -1.155 2.370 2.349
C -1.961 1.189 2.083
C -2.741 1.285 0.751
O -1.042 0.132 1.881
H -0.507 2.217 3.268
H -1.748 3.203 2.541
H -0.517 2.653 1.281
H -2.516 0.871 2.989
H -3.570 0.526 0.302
H -2.278 1.753 -0.008
H -3.403 2.092 0.956
H -1.482 -0.678 2.083
```

The total charge is +1. As for the energy relative to the best compared isomer or geometry (same formula, charge and spin): 0.0 kcal per mole. As for the maximum force: 10.1 eV/Å. The HOMO energy is -12.10 eV. The value obtained for the HOMO-LUMO gap is 9.978 eV.

=====

Entry 4:
# C3H5NO2

An isolated molecule of C3H5NO2 (ωB97M-V/def2-TZVPD, OMol25).

Geometry as XYZ:
```
11
C3H5NO2 ωB97M-V/def2-TZVPD
O -0.719 -1.155 1.615
C 0.050 -1.459 0.737
C 0.266 -0.625 -0.511
N -0.521 0.579 -0.524
C 0.006 1.733 -0.015
O 1.177 1.892 0.260
H 0.645 -2.395 0.783
H 1.322 -0.340 -0.566
H 0.049 -1.245 -1.390
H -1.525 0.483 -0.472
H -0.751 2.532 0.083
```

The total charge is 0. As for the energy relative to the best compared isomer or geometry (same formula, charge and spin): 18.9 kcal per mole. As for the maximum force: 0.6 eV/Å. The HOMO energy is -10.01 eV. The value obtained for the HOMO-LUMO gap is 10.851 eV. As for the structure (SMILES): O=CCNC=O.

=====

Entry 5:
# C5H11N2

The ion C5H11N2 with charge +1 at a distorted geometry (ωB97M-V/def2-TZVPD, OMol25).

Geometry as XYZ:
```
18
C5H11N2 ωB97M-V/def2-TZVPD
C 0.686 -1.237 -1.473
C -0.333 -0.423 -0.799
N -0.309 0.960 -1.227
C 0.045 -0.388 0.868
C -0.998 0.331 1.674
C -0.099 0.835 2.720
N 0.336 0.945 1.333
H 1.627 -0.890 -1.083
H 0.479 -1.028 -2.566
H 0.478 -2.245 -1.077
H -1.322 -0.793 -0.884
H -1.088 1.158 -1.789
H 0.642 1.151 -1.669
H 0.656 -1.056 1.366
H -2.032 0.612 1.401
H -0.341 1.718 3.310
H 0.498 0.148 3.366
H 0.332 1.640 0.611
```

The total charge is +1. As for the energy relative to the best compared isomer or geometry (same formula, charge and spin): 75.1 kcal per mole. As for the maximum force: 4.0 eV/Å. The HOMO energy is -14.25 eV. The value obtained for the HOMO-LUMO gap is 11.676 eV. As for the structure (SMILES): C[C@H](N)[C@@H]1[C@H]2C[N@@H+]12.

=====

Entry 6:
# C6H18NO3

A structure of composition C6H18NO3 at a distorted geometry (ωB97M-V/def2-TZVPD, OMol25).

Geometry as XYZ:
```
28
C6H18NO3 ωB97M-V/def2-TZVPD
C 1.159 -0.397 2.404
C 1.708 0.779 1.694
N 1.589 0.709 0.170
C 0.992 -0.172 -2.456
C -0.223 0.316 -1.589
C 0.320 1.210 -0.402
C -0.848 1.612 0.689
O -1.811 0.616 0.976
H 1.064 -0.375 3.523
H 1.805 -1.332 2.283
H 0.157 -0.837 2.180
H 1.335 1.686 2.087
H 2.854 0.774 1.879
H 1.714 -0.307 -0.256
H 0.723 -0.380 -3.588
H 1.679 0.571 -2.532
H 1.384 -1.015 -2.173
H -1.005 0.778 -2.150
H -0.818 -0.469 -1.265
H 0.754 2.138 -0.889
H -0.443 1.899 1.710
H -1.362 2.277 0.197
H -2.647 -1.752 -0.241
H -2.114 -0.088 0.041
O -2.302 -1.221 -0.800
H 0.516 -2.405 -0.887
H -1.095 -1.814 -1.107
O -0.170 -2.445 -0.431
```

The total charge is -1. As for the energy relative to the best compared isomer or geometry (same formula, charge and spin): 125.2 kcal per mole. As for the maximum force: 11.7 eV/Å. The HOMO energy is -4.41 eV. The value obtained for the HOMO-LUMO gap is 8.262 eV.

=====

- The highest maximum force belongs to which entry?
  C6H18NO3